1.
Density functional theory data (wB97M-V/def2-TZVPD) for a cluster of 2 separate species, C2H2INO2S in total at a distorted geometry.

```
9
C2H2INO2S | the Open Molecules 2025 dataset | wB97M-V/def2-TZVPD
C 0.47 -1.55 0.34
C 0.60 -0.34 -0.30
N 0.19 -2.53 0.87
O 0.76 -1.59 -2.65
O 1.10 0.86 -2.54
S 0.98 -0.43 -1.87
I -2.68 0.47 -0.90
H 0.87 0.54 0.09
H -1.36 -0.15 -0.29
```

HOMO level	-10.212	eV
SMILES	N#CC=S(=O)=O.I
2S+1	1
frontier orbital gap	0.30205	Ha
relative energy (zero: lowest compared OMol25 entry of this formula, charge and spin)	170.7	kJ/mol
electronic energy	-26623.8358	eV


2.
Density functional theory data (wB97M-V/def2-TZVPD) for a structure of composition C2H2IO2S at a distorted geometry.

```
8
C2H2IO2S | the Open Molecules 2025 dataset | wB97M-V/def2-TZVPD
C -1.06 -1.88 -0.01
C -0.56 0.33 0.52
O -2.23 -1.81 -0.07
O -0.01 -2.34 -0.04
S 1.07 0.55 -0.17
I -0.75 0.90 2.55
H -1.19 0.95 -0.22
H 1.64 -0.68 0.00
```

HOMO level	-2.935	eV
net charge	-1
2S+1	1
frontier orbital gap	0.22409	Ha
relative energy (zero: lowest compared OMol25 entry of this formula, charge and spin)	35.6	kJ/mol
electronic energy	-25137.9045	eV


3.
Density functional theory data (wB97M-V/def2-TZVPD) for the ion C2H2IOS with charge -1 at a distorted geometry.

```
7
C2H2IOS | the Open Molecules 2025 dataset | wB97M-V/def2-TZVPD
C -0.40 0.88 -0.07
C 0.11 -0.57 0.10
O 0.30 1.90 -0.06
S -2.12 0.79 -0.14
I 2.30 -0.57 -0.11
H -0.20 -1.05 0.99
H 0.00 -1.38 -0.71
```

HOMO level	-3.638	eV
net charge	-1
SMILES	[O-]C(=S)CI
2S+1	1
frontier orbital gap	0.24493	Ha
relative energy (zero: lowest compared OMol25 entry of this formula, charge and spin)	0.0	kJ/mol
electronic energy	-23091.2529	eV